# 1
Entry from the Open Molecules 2025 dataset: C14H24AlBF5O5 as an isolated structure in a non-equilibrium geometry (the ωB97M-V functional and the def2-TZVPD basis).

Each line ends with the natural charge from an NBO analysis.
Positions of all 50 atoms, in Å:
Al: -2.46 1.22 1.73  0.941
F: -0.13 0.77 3.49  -0.391
F: 4.69 0.43 0.19  -0.330
F: -1.40 -1.07 3.13  -0.398
F: 3.42 2.19 0.79  -0.326
F: 3.50 1.57 -1.34  -0.357
O: -0.49 3.71 2.77  -0.730
O: -4.29 -1.04 0.50  -0.959
O: -3.15 0.40 -1.12  -0.932
O: -5.57 -3.54 2.31  -0.717
O: 5.09 0.77 -3.63  -0.725
C: 2.27 0.14 0.12  -0.101
C: -5.14 -4.87 2.08  -0.057
C: 2.00 -1.02 -0.74  -0.232
C: -4.48 -4.98 0.72  -0.633
C: -1.92 2.97 0.82  -0.964
C: 0.83 -1.89 -0.56  -0.225
C: -0.90 0.11 2.48  0.308
C: 6.82 2.37 -4.14  -0.632
C: 1.30 0.44 1.16  -0.198
C: -0.59 3.62 1.34  -0.064
C: 0.08 -0.36 1.35  -0.086
C: -0.14 -1.53 0.50  -0.176
C: 3.49 1.07 -0.03  0.970
C: 5.50 1.75 -4.57  -0.059
B: -3.41 0.04 0.24  0.598
H: 6.72 2.85 -3.16  0.201
H: -4.51 -1.10 1.45  0.505
H: 0.67 -2.77 -1.23  0.221
H: -1.04 -2.16 0.65  0.234
H: 4.98 1.21 -2.78  0.475
H: -3.62 -4.31 0.66  0.227
H: 7.59 1.61 -4.04  0.208
H: 2.72 -1.27 -1.55  0.220
H: -6.20 -3.31 1.61  0.462
H: -2.77 3.71 0.91  0.208
H: -0.57 4.69 0.95  0.129
H: -3.58 -0.23 -1.73  0.461
H: -6.01 -5.54 2.14  0.144
H: -3.55 1.38 2.90  -0.398
H: -4.14 -6.00 0.53  0.200
H: -4.44 -5.14 2.87  0.177
H: 0.32 3.14 0.87  0.149
H: 4.72 2.51 -4.66  0.156
H: 0.47 3.67 2.95  0.458
H: 5.62 1.26 -5.54  0.169
H: 1.48 1.32 1.83  0.242
H: 7.15 3.12 -4.86  0.203
H: -5.17 -4.69 -0.08  0.197
H: -1.79 2.75 -0.28  0.223

Computed properties:
- E_tot: -46008.0106 eV
- Net charge: -1
- HOMO-LUMO gap: 7.200 eV
- E_HOMO: -4.594 eV

---

# 2
Entry from the Open Molecules 2025 dataset: C14H24BCl12F12Hg2NO6PS2 as an isolated structure in a non-equilibrium geometry (the ωB97M-V functional and the def2-TZVPD basis).

Each line ends with the Mulliken charge.
Positions of all 75 atoms, in Å:
Hg: -2.98 -0.27 1.85  1.230
Hg: 1.67 -2.16 2.51  1.642
Cl: -3.51 2.09 0.59  -0.025
Cl: 2.05 -5.98 -1.62  -0.165
Cl: 4.36 0.93 -1.10  -0.170
Cl: 1.91 -1.72 -4.26  -0.159
Cl: -1.09 2.52 -2.32  -0.148
Cl: 2.58 4.14 -4.15  -0.204
Cl: 1.07 -4.05 0.90  -0.093
Cl: -0.91 -3.53 -3.93  -0.133
Cl: 3.74 4.68 1.05  -0.213
Cl: -6.08 -1.78 -3.05  -0.163
Cl: -3.22 6.29 -0.44  -0.163
Cl: -4.02 -1.04 -0.69  -0.145
S: 1.73 -1.13 5.99  0.913
S: 3.10 -0.01 4.20  1.101
P: 0.15 -0.07 -0.06  -0.452
F: -0.98 -1.40 5.98  -0.192
F: -0.52 -3.09 3.29  -0.380
F: -2.49 -2.02 3.55  -0.254
F: -0.13 -0.85 -1.46  0.277
F: 2.70 2.70 3.91  -0.205
F: -1.67 -2.08 1.61  -0.293
F: 0.15 -3.32 5.91  -0.220
F: -0.64 -0.92 3.03  -0.091
F: -0.05 -2.11 7.76  -0.193
F: 0.88 1.51 4.37  -0.169
F: 0.84 1.29 -0.48  0.046
F: 1.74 1.45 2.37  -0.116
O: 2.78 -1.91 6.68  -0.642
O: 1.15 -0.86 0.75  -0.772
O: -1.28 0.16 0.49  0.274
O: 4.06 0.33 5.25  -0.498
O: 1.47 0.21 6.55  -0.578
O: 3.61 -0.55 2.93  -0.724
N: 1.84 -1.22 4.46  -0.630
C: 0.24 -1.20 -4.64  0.103
C: -0.62 -2.37 -5.22  -0.523
C: 0.04 -2.08 6.43  0.651
C: 3.61 3.00 0.37  0.518
C: -2.96 4.56 -0.58  -0.120
C: -4.50 -1.02 -3.35  -0.377
C: 4.62 2.67 -0.75  -0.408
C: 0.22 -4.25 -0.64  0.077
C: -3.40 -1.44 -2.31  0.095
C: 0.44 -5.58 -1.26  -0.544
C: 0.05 3.42 -3.40  -0.683
C: 2.03 1.55 3.67  0.661
C: 1.47 3.50 -2.81  -0.177
C: -3.85 3.85 0.44  -0.675
B: -1.33 -2.08 2.91  0.204
H: 0.13 2.84 -4.31  0.372
H: -0.83 -4.06 -0.41  0.262
H: 0.57 -3.48 -1.32  0.016
H: -4.91 4.00 0.23  0.391
H: -2.45 -0.92 -2.47  -0.233
H: -0.12 -2.89 -6.04  0.394
H: 4.57 3.20 -1.70  0.274
H: -4.10 -1.28 -4.33  0.306
H: -3.11 -2.49 -2.33  0.326
H: -0.11 -5.84 -2.16  0.319
H: -0.16 -0.77 -3.72  -0.365
H: -4.65 0.05 -3.24  0.293
H: 1.90 2.50 -2.73  0.091
H: 0.12 -6.33 -0.55  0.370
H: -3.15 4.32 -1.62  0.241
H: -1.91 4.29 -0.49  0.103
H: 3.65 2.31 1.22  -0.032
H: -0.45 4.37 -3.60  0.370
H: 0.34 -0.38 -5.35  0.394
H: 1.59 4.02 -1.86  0.365
H: 2.61 2.93 -0.07  -0.387
H: -3.65 4.22 1.45  0.363
H: -1.63 -2.09 -5.54  0.276
H: 5.64 2.73 -0.37  0.392

Computed properties:
- E_tot: -251544.0966 eV
- Net charge: +1
- HOMO-LUMO gap: 5.474 eV
- E_HOMO: -12.576 eV

---

# 3
Entry from the Open Molecules 2025 dataset: C14H24BeCl3F6IN6O10PS as an isolated structure in a non-equilibrium geometry (the ωB97M-V functional and the def2-TZVPD basis).

Each line ends with the natural charge from an NBO analysis.
Positions of all 67 atoms, in Å:
I: 4.81 1.28 2.97  0.052
Cl: -5.03 3.32 -3.09  2.531
Cl: 3.07 3.10 -0.62  -0.327
Cl: -0.50 -1.08 -0.59  -0.763
S: 3.43 -1.96 -3.24  2.358
P: 1.38 3.05 0.61  1.299
F: 5.59 -3.25 -4.02  -0.315
F: 5.81 -1.09 -3.94  -0.342
F: -4.37 -0.25 2.49  -0.348
F: 5.78 -2.26 -2.12  -0.282
F: -3.49 1.44 1.41  -0.331
F: -2.83 0.96 3.40  -0.335
O: -4.36 4.12 -4.07  -0.803
O: 3.00 -1.85 -4.63  -1.007
O: -4.11 2.37 -2.51  -0.811
O: 1.95 3.07 2.13  -0.978
O: 3.47 -3.12 1.84  -0.505
O: 5.46 -0.48 0.76  -0.470
O: -5.53 4.16 -2.01  -0.823
O: -6.13 2.61 -3.68  -0.823
O: 2.94 -3.17 -2.57  -1.109
O: 3.21 -0.77 -2.48  -0.931
N: 2.04 -0.22 1.63  -0.339
N: -0.06 0.53 2.46  -0.393
N: -6.30 1.40 1.22  -0.524
N: 0.78 1.41 0.46  -0.979
N: 0.29 1.02 3.74  -0.658
N: 4.92 -0.60 -6.60  -0.865
C: -7.38 0.58 1.06  0.119
C: 2.68 -3.68 3.01  -0.163
C: 5.25 -2.16 -3.32  0.698
C: -0.92 -0.67 2.46  -0.230
C: 3.11 -0.19 0.65  -0.386
C: 2.22 -2.60 2.06  0.039
C: 0.99 0.53 1.53  0.877
C: -8.23 1.15 0.10  -0.286
C: -3.20 0.40 2.23  0.975
C: -7.64 2.32 -0.32  -0.182
C: -6.42 2.46 0.40  0.153
C: 2.20 -1.21 2.69  -0.258
C: -2.16 -0.50 1.60  -0.542
C: 4.52 0.02 1.23  0.483
Be: 1.62 -4.66 -3.02  0.781
H: 4.64 -0.81 -7.56  0.450
H: 1.07 0.95 -0.41  0.456
H: 3.16 -1.13 0.10  0.281
H: -2.57 -1.45 1.30  0.260
H: -1.77 0.00 0.68  0.313
H: 0.07 0.38 4.49  0.363
H: -1.22 -0.92 3.48  0.213
H: 3.41 -3.44 3.76  0.227
H: 3.00 0.60 -0.09  0.284
H: 1.23 3.48 2.65  0.509
H: 1.42 -2.86 1.37  0.223
H: 3.14 -1.12 3.23  0.253
H: -0.14 1.91 3.92  0.366
H: -9.16 0.73 -0.24  0.251
H: -5.53 1.24 1.84  0.446
H: 4.55 -1.32 -5.96  0.484
H: 5.94 -0.57 -6.54  0.451
H: -7.47 -0.33 1.63  0.232
H: -8.01 3.01 -1.06  0.270
H: -0.42 -1.55 2.07  0.226
H: -5.67 3.22 0.36  0.263
H: 2.52 -4.67 2.60  0.222
H: 1.39 -1.22 3.41  0.239
H: 4.54 0.31 -6.33  0.460

Computed properties:
- E_tot: -126797.7092 eV
- Net charge: +1
- HOMO-LUMO gap: 1.372 eV
- E_HOMO: -9.251 eV